# 1
Computed, not measured: 2 unconnected molecules or ions with the total composition C4H13NOS at a distorted geometry, with the ωB97M-V functional and the def2-TZVPD basis.

XYZ file:
```
20
Properties=species:S:1:pos:R:3:forces:R:3:lowdin_charge:R:1
C 2.0077 -0.8819 0.4108 -0.244 -0.945 -0.302 -0.14
C 0.6025 -0.3312 0.2000 0.711 0.333 -0.536 -0.55
C -0.3732 -1.3869 -0.2809 0.565 0.425 -0.217 -0.28
C -1.8228 -0.9618 -0.2695 -0.288 -0.175 0.821 -0.60
S -2.5260 -0.6645 1.4181 0.155 -0.069 -0.248 0.28
N 0.5430 0.8294 -0.6875 -0.127 0.232 -0.339 0.03
H 2.3424 -1.4576 -0.4636 0.129 0.317 -0.066 0.07
H 1.9814 -1.6083 1.2228 0.013 -0.061 0.264 0.05
H 2.7415 -0.1301 0.6809 0.015 0.238 -0.110 0.05
H 0.3025 0.0261 1.1550 -0.437 0.366 0.958 0.05
H -0.0757 -1.5784 -1.3220 -0.129 -0.343 -0.013 0.11
H -0.2074 -2.2816 0.3115 -0.175 -0.278 0.026 0.10
H -1.9770 -0.0733 -0.8739 -0.045 -0.056 -0.136 0.04
H -2.4259 -1.7986 -0.6027 -0.182 0.044 -0.472 0.04
H -1.3808 -0.3823 2.0623 0.019 0.138 0.119 -0.23
H 1.2583 1.5094 -0.4549 -0.088 0.034 0.171 0.05
H 0.7093 0.5816 -1.6581 0.035 -0.193 0.042 0.07
H -0.1457 3.8024 0.3435 -0.043 -0.450 0.321 -0.01
H -0.9731 2.9617 -0.6842 0.365 -0.136 0.472 0.00
O -0.5811 3.8259 -0.5074 -0.251 0.580 -0.756 -0.14
```
Forces are in eV/Å.

Calculated values
Charge ... -1
Frontier orbital gap (spin up / spin down) ... 1.79 / 8.95 eV
ΔE to the lowest compared entry with this formula, charge and spin ... 12.96 kJ/mol
Spin multiplicity ... 2
Energy ... -18730.65403 eV

# 2
Computed, not measured: 4 unconnected molecules or ions with the total composition C15H29N2O3S at a distorted geometry, with the ωB97M-V functional and the def2-TZVPD basis.

XYZ file:
```
50
Properties=species:S:1:pos:R:3:forces:R:3:lowdin_charge:R:1
S -1.9919 4.0568 -0.2813 0.182 -0.229 -0.529 0.62
C -2.4618 2.2384 -0.3631 -1.624 -0.443 -0.108 -0.55
C -1.6837 1.3496 0.7215 -0.409 0.575 -0.101 -0.25
C -0.1393 1.0599 0.3844 -0.123 -0.842 0.125 -0.10
C 0.0541 0.6916 -1.1526 0.653 0.368 -2.951 -0.12
N 0.4209 1.6491 -2.1894 -0.819 -3.792 -0.549 0.10
C 0.4758 1.0192 -3.5180 -1.444 -4.619 2.912 0.02
C 0.1251 -0.4623 -3.2612 0.844 5.295 0.847 0.01
N -0.1177 -0.5687 -1.8139 0.825 2.985 -1.347 0.11
H -2.5047 4.6634 -1.4355 0.258 -1.152 0.963 -0.12
H -3.5847 2.1915 -0.0765 1.910 -0.017 -0.515 0.09
H -2.3938 1.8630 -1.4409 0.134 0.373 1.554 0.07
H -1.7643 1.9126 1.7298 0.358 -1.048 -1.577 0.13
H -2.2472 0.3614 0.8558 0.886 1.435 -0.278 0.11
H 0.5062 1.9418 0.7334 -0.813 -1.233 -1.129 0.12
H 0.2051 0.1471 1.0124 -0.634 1.444 -1.121 0.13
H 0.5917 2.6608 -2.0625 -0.289 -0.959 0.360 0.15
H 0.6992 1.4886 -4.5346 -0.306 -0.455 2.064 0.13
H 0.0458 -1.2628 -4.0663 0.018 1.043 1.786 0.13
H -0.3891 -1.4694 -1.3612 0.334 1.009 -0.255 0.16
C -3.4531 -1.7312 4.0288 0.097 0.434 -0.127 -0.02
C -2.2944 -2.1667 3.1730 0.296 0.298 -0.239 -0.49
O -1.6223 -1.3559 2.5557 -0.243 -0.258 0.118 0.03
C -1.9962 -3.6402 3.1077 0.351 0.101 -0.277 -0.02
H -3.5502 -0.6441 3.9812 0.023 -0.151 0.013 0.08
H -4.3771 -2.1817 3.6603 0.038 -0.129 0.192 0.09
H -3.2781 -2.0216 5.0669 -0.161 -0.145 -0.067 0.09
H -2.8557 -4.1753 2.6984 -0.012 -0.057 0.221 0.09
H -1.7567 -4.0153 4.1049 -0.212 -0.081 -0.031 0.09
H -1.1364 -3.8073 2.4549 -0.125 0.030 0.085 0.08
C 2.0098 -3.8730 -2.0549 -0.212 0.286 0.204 -0.03
C 0.6910 -4.5991 -2.1069 -0.537 0.061 0.289 -0.50
O -0.2783 -4.2010 -1.4798 0.467 0.188 -0.348 0.04
C 0.6138 -5.8342 -2.9626 -0.428 -0.047 0.172 -0.02
H 1.9184 -3.0028 -1.4001 0.055 -0.135 -0.033 0.07
H 2.7811 -4.5360 -1.6580 0.063 0.053 -0.202 0.09
H 2.2844 -3.5309 -3.0552 0.179 -0.188 0.017 0.09
H 1.3238 -6.5812 -2.6016 0.101 0.069 -0.197 0.09
H 0.8283 -5.5797 -4.0028 0.200 -0.110 0.056 0.09
H -0.3936 -6.2522 -2.9049 0.149 0.076 0.007 0.09
C 3.2948 4.7013 2.4244 0.249 0.171 0.158 -0.02
C 3.5407 5.1924 1.0224 0.843 0.577 -0.012 -0.50
O 4.4722 5.9292 0.7650 -0.620 -0.469 0.067 0.08
C 2.5869 4.7348 -0.0506 0.014 0.178 -0.419 -0.04
H 4.0580 5.1102 3.0900 -0.108 -0.054 -0.128 0.09
H 2.3139 5.0362 2.7690 -0.040 -0.198 -0.013 0.09
H 3.3539 3.6107 2.4523 -0.194 0.015 0.040 0.08
H 1.5742 5.0716 0.1838 -0.041 -0.189 0.041 0.08
H 2.6150 3.6452 -0.1329 -0.135 -0.027 0.113 0.07
H 2.8862 5.1663 -1.0087 -0.003 -0.035 0.149 0.08
```
Forces are in eV/Å.

Calculated values
Charge ... +1
Frontier orbital gap ... 8.48 eV
Energy ... -35975.00966 eV

# 3
Computed, not measured: a molecular structure, C3H5LiO4Rb at a distorted geometry, with the ωB97M-V functional and the def2-TZVPD basis.

XYZ file:
```
14
Properties=species:S:1:pos:R:3:forces:R:3:lowdin_charge:R:1
O -0.8968 1.9774 -0.0153 -4.097 1.682 -0.209 -0.20
C -0.3076 1.6338 -1.1014 5.423 -3.992 5.161 -0.86
O 0.9088 2.1190 -1.0476 0.823 2.658 -2.502 -0.21
O -0.2735 0.3882 -1.4810 -2.578 -0.566 -2.018 -0.13
Li -0.0018 3.7296 -0.3226 0.255 -1.435 -0.070 0.79
C 0.5153 -0.7530 -0.2023 2.655 3.468 -1.152 -0.06
C -0.5333 -1.8510 -0.1286 -0.400 0.737 0.833 -0.13
H 1.1498 0.5295 -0.0795 -2.143 -3.112 1.119 0.23
H 1.3846 -1.1243 -0.7668 -0.397 -0.222 0.081 0.08
H -1.4616 -1.4646 0.3199 0.243 -0.318 -0.159 0.07
H -0.7564 -2.2573 -1.1247 0.144 0.586 0.019 0.08
H -0.1678 -2.7198 0.4399 0.117 0.608 0.076 0.08
O 1.2073 -0.8629 1.9942 -0.603 0.304 -0.338 -0.62
Rb -0.7671 0.6555 3.5160 0.558 -0.398 -0.840 0.88
```
Forces are in eV/Å.

Calculated values
Frontier orbital gap (spin up / spin down) ... 6.67 / 6.09 eV
ΔE to the lowest compared entry with this formula, charge and spin ... 652.73 kJ/mol
Spin multiplicity ... 2
Energy ... -12235.27414 eV

# 4
Computed, not measured: a single C3H6N2S3 molecule at a distorted geometry, with the ωB97M-V functional and the def2-TZVPD basis.

XYZ file:
```
14
Properties=species:S:1:pos:R:3:forces:R:3:lowdin_charge:R:1
C -0.9988 3.1350 0.1674 -1.221 0.381 1.880 -0.13
C -0.2379 1.8758 -0.0285 0.985 -0.384 -2.619 -0.74
C -0.4608 -0.5775 0.4199 1.868 -1.709 -1.679 -0.94
H -1.9228 2.9463 0.7805 0.682 0.315 -0.543 0.09
H -0.3834 3.8628 0.7240 -0.179 -0.374 -0.200 0.09
H -1.2804 3.6302 -0.7587 0.081 -0.322 -0.135 0.08
H -1.7410 0.8284 0.8114 -0.204 0.163 0.228 0.10
H 1.2111 -0.1290 -0.7460 -0.395 -0.031 0.157 -0.04
H 0.2618 -3.0498 0.2482 0.596 0.332 -0.424 -0.18
N -0.8533 0.7170 0.3526 -0.068 2.823 0.478 -0.02
N 0.6565 -0.8758 -0.3047 -0.538 -0.975 0.859 -0.39
S 1.1178 2.0282 -1.0359 -0.672 -0.475 1.216 0.69
S -1.4609 -1.6253 1.2157 0.113 -0.416 0.141 0.65
S 1.3066 -2.5014 -0.4765 -1.049 0.671 0.641 0.73
```
Forces are in eV/Å.

Calculated values
Frontier orbital gap ... 8.08 eV
ΔE to the lowest compared entry with this formula, charge and spin ... 81.59 kJ/mol
Energy ... -38693.70498 eV
SMILES string ... CC(=S)NC(=S)NS

# 5
Computed, not measured: a molecular structure, C5H3AuBF10O5S at a distorted geometry, with the ωB97M-V functional and the def2-TZVPD basis.

XYZ file:
```
26
Properties=species:S:1:pos:R:3:forces:R:3:lowdin_charge:R:1
Au -0.3213 -1.0422 -0.8750 -0.191 0.550 0.137 1.03
F -0.1331 -3.5797 0.7416 0.106 0.154 0.649 0.13
B -0.3091 -2.2473 0.8805 -0.350 -0.471 -1.084 -0.74
F -0.3082 -1.7287 2.0760 -0.103 -0.206 1.736 0.19
C 3.1656 -0.6138 1.3080 0.652 1.192 -1.303 -0.03
O 1.9453 -1.1634 0.7746 0.045 -0.019 -1.549 -0.16
C 1.8131 -1.1834 -0.5960 1.377 0.158 1.276 -0.44
O 2.6723 -1.0441 -1.3951 0.051 -0.205 -0.107 0.14
H 3.2096 0.5013 1.0869 -0.507 -1.246 0.919 0.11
H 4.0347 -0.9678 0.7429 -0.155 -0.496 0.153 0.09
H 3.1974 -0.9593 2.3382 -0.004 0.469 -0.014 0.10
F -2.7392 -1.4890 -2.3892 -0.687 0.377 0.420 0.04
C -2.3946 -1.4286 -1.0637 1.501 -1.661 -1.275 -0.44
F -2.5391 -2.7297 -0.6136 -1.004 0.926 0.162 0.01
C -3.2655 -0.4321 -0.3164 0.014 0.109 0.688 -0.56
F -3.3308 0.7364 -0.9615 0.050 -0.445 0.279 0.16
F -4.5216 -0.9310 -0.2328 0.209 0.397 0.454 0.13
F -2.7666 -0.1938 0.9451 -1.018 -0.413 -1.442 0.11
F 0.9444 3.5987 1.1640 -0.869 -0.093 -0.425 0.09
C -0.0131 2.9511 0.4439 0.764 -0.895 -0.422 -0.62
F -0.5053 1.9624 1.2214 0.200 0.558 -0.183 0.10
F -1.0131 3.7787 0.1359 0.371 0.034 0.327 0.13
S 0.7438 2.1845 -1.1303 -0.967 -0.123 -0.496 0.52
O 1.9907 1.5802 -0.6573 -0.896 0.993 -0.374 -0.33
O 0.7313 3.2448 -2.1207 1.001 -0.112 1.027 -0.31
O -0.2877 1.1960 -1.5073 0.411 0.466 0.447 -0.44
```
Forces are in eV/Å.

Calculated values
Charge ... -1
Frontier orbital gap (spin up / spin down) ... 5.47 / 5.89 eV
ΔE to the lowest compared entry with this formula, charge and spin ... 0.00 kJ/mol
Spin multiplicity ... 3
Energy ... -57851.29802 eV

# 6
Computed, not measured: 4 unconnected molecules or ions with the total composition C31H39ClI2N3O7P at a distorted geometry, with the ωB97M-V functional and the def2-TZVPD basis.

XYZ file:
```
84
Properties=species:S:1:pos:R:3:forces:R:3:lowdin_charge:R:1
C 2.7268 0.0303 3.5262 -0.291 -0.211 0.228 0.15
C 2.3462 -0.0067 2.3912 0.053 0.261 -0.176 -0.13
C 1.9010 0.0557 1.0338 0.220 -0.073 0.416 -0.23
C 2.3086 -0.8778 0.1101 -0.323 0.208 -0.007 -0.61
Cl 3.3489 -2.1327 0.6526 -0.068 -0.218 0.016 0.79
C 1.8642 -0.8303 -1.2375 -0.086 -0.334 0.088 -0.30
P 2.5649 -2.0825 -2.3810 1.035 -0.052 -0.081 0.73
N 4.1097 -2.3362 -2.2459 -0.333 0.101 -0.156 -0.31
C 0.9642 0.1442 -1.6159 -0.027 0.168 -0.084 -0.25
C 0.3855 0.2734 -2.9991 -0.126 -0.576 -0.028 -0.75
I 1.8866 1.1173 -4.3085 0.005 0.115 0.034 0.94
C -0.3021 -1.0240 -3.5039 -0.018 0.525 -0.212 -0.80
C -0.1380 -1.3952 -4.9637 -0.358 -0.557 0.002 -0.25
I -2.4348 -0.7435 -3.1914 0.018 -0.105 0.249 0.87
C 0.5428 1.1180 -0.6614 -0.184 0.297 -0.236 -0.15
N -0.3216 2.0951 -1.0504 0.138 -0.024 0.216 0.21
C -0.6848 2.9755 -0.1601 0.392 0.088 -0.306 -0.19
C -1.6564 4.0158 -0.6491 -0.429 -0.896 -0.004 -0.07
C -2.9475 3.2567 -0.9601 0.771 1.810 1.549 -0.34
C -4.2767 3.8485 -0.2853 -0.384 -1.744 -2.524 0.02
O -3.4755 2.4947 -0.0126 -0.687 -0.748 -0.509 -0.08
C -0.2074 2.9215 1.1945 -0.259 0.196 0.234 -0.20
C -0.6523 3.9117 2.2337 0.310 -0.327 0.408 -0.13
C 0.3393 5.0790 2.4005 -0.149 0.220 -0.151 -0.22
C 0.9779 5.5852 1.1061 0.095 0.235 0.466 -0.09
N 0.6379 2.0063 1.5887 -0.330 -0.039 -0.580 0.23
C 1.0127 1.0960 0.6514 0.489 -0.330 0.148 -0.17
H 2.9259 0.0000 4.5695 0.219 0.053 0.010 0.04
H 2.2186 -1.6463 -3.6607 -0.437 -0.025 0.116 -0.05
H 1.7371 -3.1997 -2.1490 -0.115 0.075 0.073 0.02
H 4.5560 -2.1152 -3.1315 0.145 -0.012 0.096 -0.02
H -0.3635 1.0480 -2.9756 0.171 0.287 -0.048 0.00
H -0.0687 -1.8546 -2.8464 0.005 -0.096 -0.023 0.04
H -0.7206 -2.2973 -5.1505 -0.018 -0.042 -0.020 0.07
H 0.8914 -1.6356 -5.2228 0.091 0.227 -0.024 0.04
H -0.5366 -0.6315 -5.6257 0.201 0.177 -0.019 0.06
H -1.2957 4.4559 -1.5758 0.137 0.229 0.104 0.13
H -1.9084 4.7509 0.0986 0.242 0.237 -0.042 0.10
H -3.0734 2.8831 -1.9743 -0.021 0.204 -0.177 0.14
H -4.7887 3.7122 -1.2812 -0.351 -0.556 0.316 0.07
H -5.1709 3.5244 0.2438 0.347 1.330 1.400 0.11
H -1.6778 4.2375 2.0815 0.016 0.130 -0.236 0.11
H -0.6503 3.3508 3.1682 -0.121 0.017 0.072 0.12
H 1.1226 4.7722 3.0920 0.098 -0.072 -0.044 0.11
H -0.1752 5.9078 2.8872 -0.103 -0.019 0.049 0.11
H 1.4745 6.5332 1.3107 0.090 0.027 -0.045 0.07
H 1.7470 4.8972 0.7588 -0.110 -0.080 -0.261 0.08
H 0.2430 5.7864 0.3293 0.003 -0.138 -0.127 0.06
O -2.0098 -4.3207 2.1432 0.073 0.035 0.108 0.11
C -1.7537 -3.1508 2.1637 0.212 -0.140 0.014 -0.48
O -2.0483 -2.3383 1.1238 -0.059 0.049 0.006 0.03
C -1.5414 -1.0146 1.3700 -0.025 0.236 0.028 -0.14
C -1.3887 -0.9134 2.8816 0.056 -0.088 0.088 -0.14
C -1.0595 -2.3585 3.2551 -0.234 0.303 -0.063 -0.06
H -0.5837 -0.9187 0.8575 0.004 -0.069 -0.030 0.10
H -2.2393 -0.2850 0.9623 -0.043 -0.101 -0.109 0.13
H -0.6350 -0.1885 3.1860 0.051 -0.022 -0.073 0.10
H -2.3400 -0.6222 3.3296 -0.006 0.012 -0.014 0.12
H 0.0115 -2.5646 3.1983 0.002 -0.039 0.032 0.13
H -1.4353 -2.6486 4.2322 0.108 -0.151 0.004 0.13
O 7.3830 2.9592 -1.7108 0.008 -0.053 -0.051 0.12
C 6.7586 2.1727 -1.0617 0.002 0.199 0.099 -0.49
O 5.7424 1.4446 -1.5802 -0.005 -0.039 0.006 0.03
C 5.1076 0.6641 -0.5496 -0.052 -0.089 0.042 -0.17
C 6.1501 0.5314 0.5519 0.079 0.094 0.053 -0.15
C 6.9186 1.8446 0.4131 -0.066 -0.391 -0.063 -0.07
H 4.2186 1.2063 -0.2121 0.042 0.041 0.006 0.12
H 4.8089 -0.2935 -0.9709 0.047 0.055 -0.151 0.07
H 5.7118 0.3678 1.5347 -0.060 0.034 -0.019 0.11
H 6.8100 -0.3090 0.3320 -0.025 -0.022 -0.009 0.12
H 6.4654 2.6507 0.9930 0.051 0.040 0.000 0.13
H 7.9707 1.7591 0.6692 0.019 0.182 0.011 0.12
O -7.6610 -6.7732 -0.0875 -0.017 0.048 -0.067 0.12
C -6.5821 -6.2639 -0.0068 -0.027 -0.148 0.170 -0.49
O -5.7174 -6.2270 -1.0491 0.026 0.031 -0.038 0.02
C -4.4642 -5.6484 -0.6372 0.091 0.074 0.031 -0.15
C -4.7882 -4.8173 0.5953 -0.085 0.022 0.138 -0.15
C -5.9445 -5.6080 1.2048 0.162 0.273 -0.248 -0.07
H -3.7673 -6.4597 -0.4164 -0.006 -0.005 0.025 0.13
H -4.0684 -5.0594 -1.4612 -0.062 -0.047 -0.067 0.12
H -3.9300 -4.6832 1.2505 -0.106 -0.103 -0.116 0.08
H -5.1410 -3.8298 0.2906 0.010 -0.003 -0.032 0.12
H -5.5959 -6.3954 1.8754 -0.053 -0.007 0.033 0.13
H -6.6691 -4.9846 1.7210 -0.076 -0.148 0.087 0.12
```
Forces are in eV/Å.

Calculated values
Frontier orbital gap ... 7.81 eV
Energy ... -89589.17280 eV
SMILES string ... C#Cc1c(Cl)c([PH2]=N)c([C@@H](I)[C@H](C)I)c2nc(C[C@@H]3CO3)c(CCC)nc12.O=C1CCCO1.O=C1CCCO1.O=C1CCCO1